[1]
{"formula": "C15H20BrMoO", "method": "wB97M-V/def2-TZVPD", "gap_ev": [3.56, 4.47], "multiplicity": 3, "total_charge": -1, "largest_force_ev_per_a": 4.61, "lumo_energy_ev": [2.930, 2.914], "s2": 2.014, "homo_ev": [-0.6, -1.6], "elements": ["Mo", "C", "C", "C", "H", "C", "C", "H", "H", "H", "H", "C", "C", "C", "H", "C", "C", "H", "H", "H", "H", "O", "C", "C", "C", "C", "C", "H", "H", "H", "H", "H", "H", "H", "H", "H", "H", "Br"], "xyz": [[1.026, 1.059, 0.065], [2.250, 2.395, -1.300], [3.144, 1.337, -1.005], [2.566, 0.113, -1.488], [4.123, 1.431, -0.550], [1.315, 0.439, -2.136], [1.135, 1.863, -2.021], [0.302, 2.406, -2.449], [2.425, 3.429, -1.067], [3.010, -0.891, -1.451], [0.664, -0.269, -2.659], [0.377, 2.740, 1.719], [-0.028, 3.045, 0.391], [-1.036, 2.096, -0.007], [0.306, 3.885, -0.201], [-1.272, 1.218, 1.126], [-0.414, 1.639, 2.192], [-0.395, 1.158, 3.173], [1.113, 3.279, 2.295], [-1.580, 2.035, -0.946], [-2.097, 0.485, 1.210], [-0.534, -0.910, 0.176], [-1.430, -2.130, 0.008], [-0.362, -3.056, 0.613], [-1.688, -2.056, -1.448], [-2.663, -2.085, 0.842], [0.373, -1.821, 1.071], [0.149, -3.645, -0.143], [-0.755, -3.723, 1.378], [0.101, -1.657, 2.155], [1.546, -1.744, 0.789], [-1.970, -3.090, -1.767], [-0.821, -1.695, -2.025], [-2.540, -1.377, -1.616], [-3.090, -3.141, 0.832], [-3.452, -1.405, 0.453], [-2.451, -1.802, 1.896], [2.654, 0.447, 1.897]], "mulliken_charge": [0.081, -0.744, -0.314, -0.804, 0.467, 0.021, -0.796, 0.541, 0.482, 0.332, 0.533, -0.411, -0.803, -1.032, 0.654, 0.320, -0.857, 0.337, 0.415, 0.360, 0.526, 0.179, 1.357, -0.674, -1.530, -1.763, -0.210, 0.307, 0.350, 0.174, 0.100, 0.377, 0.169, 0.343, 0.377, 0.365, 0.392, -0.624]}

=====

[2]
{"formula": "C15H20Cl5NOS3Yb", "method": "wB97M-V/def2-TZVPD", "gap_ev": [5.09, 7.73], "multiplicity": 2, "total_charge": 1, "largest_force_ev_per_a": 4.25, "lumo_energy_ev": [-2.523, -2.501], "s2": 0.755, "e_above_lowest_kcal_mol": 80.90, "homo_ev": [-7.6, -10.2], "elements": ["Yb", "C", "C", "S", "C", "C", "S", "C", "C", "S", "H", "H", "H", "H", "H", "H", "H", "H", "H", "H", "H", "H", "Cl", "C", "C", "C", "Cl", "C", "Cl", "C", "Cl", "C", "Cl", "C", "N", "C", "C", "O", "H", "H", "H", "H", "H", "H", "H", "H"], "xyz": [[-3.799, -15.884, 0.670], [-2.585, -18.927, 2.123], [-3.977, -18.587, 2.861], [-4.667, -16.918, 3.290], [-3.781, -16.114, 4.744], [-2.422, -16.659, 4.785], [-1.314, -15.591, 3.803], [0.023, -16.718, 2.995], [-0.097, -17.461, 1.692], [-1.744, -17.827, 0.795], [-1.788, -18.971, 2.856], [-2.672, -19.844, 1.485], [-4.758, -18.824, 2.102], [-4.119, -19.203, 3.777], [-3.748, -15.030, 4.474], [-4.333, -16.355, 5.618], [-2.006, -16.677, 5.826], [-2.182, -17.671, 4.376], [0.850, -16.025, 2.876], [0.356, -17.383, 3.771], [0.476, -16.986, 0.905], [0.228, -18.507, 1.836], [-3.195, -13.873, -0.990], [-4.517, -13.042, 0.082], [-5.163, -13.740, 1.048], [-5.897, -13.206, 2.116], [-7.016, -14.095, 2.984], [-5.930, -11.781, 2.223], [-6.304, -11.140, 3.741], [-5.388, -11.013, 1.124], [-5.413, -9.358, 1.110], [-4.726, -11.690, 0.063], [-4.543, -10.886, -1.444], [-8.183, -18.616, -1.618], [-6.762, -18.317, -1.588], [-5.796, -18.893, -2.563], [-6.341, -17.522, -0.554], [-5.164, -17.094, -0.462], [-8.810, -17.821, -1.984], [-8.467, -18.799, -0.527], [-8.345, -19.538, -2.271], [-4.735, -18.972, -2.221], [-5.760, -18.162, -3.364], [-6.150, -19.990, -2.880], [-7.180, -17.487, 0.219], [-2.110, -15.499, 2.673]], "mulliken_charge": [0.704, -0.741, -0.854, 0.039, -0.647, -0.440, -0.161, -0.760, -0.676, -0.068, 0.495, 0.437, 0.365, 0.506, 0.339, 0.468, 0.426, 0.088, 0.467, 0.457, 0.443, 0.341, -0.322, 0.230, -0.523, 0.124, -0.197, 0.190, -0.169, 0.158, -0.172, 0.405, -0.210, -0.772, 0.171, -0.802, 0.290, -0.546, 0.306, 0.322, 0.261, 0.245, 0.344, 0.289, 0.225, -0.075]}

=====

[3]
{"formula": "C15H20Cl5NOS3Yb", "method": "wB97M-V/def2-TZVPD", "gap_ev": [5.45, 8.41], "multiplicity": 2, "total_charge": 1, "largest_force_ev_per_a": 3.76, "lumo_energy_ev": [-2.653, -2.648], "s2": 0.764, "e_above_lowest_kcal_mol": 0.00, "homo_ev": [-8.1, -11.1], "elements": ["Yb", "C", "C", "S", "C", "C", "S", "C", "C", "S", "H", "H", "H", "H", "H", "H", "H", "H", "H", "H", "H", "H", "Cl", "C", "C", "C", "Cl", "C", "Cl", "C", "Cl", "C", "Cl", "C", "N", "C", "C", "O", "H", "H", "H", "H", "H", "H", "H", "H"], "xyz": [[0.043, -0.847, -0.558], [1.880, 1.397, 3.960], [2.374, 0.404, 2.951], [2.247, 0.476, 1.098], [1.402, 2.057, 0.773], [0.066, 2.559, 1.321], [-1.235, 1.299, 0.991], [-1.815, 0.689, 2.550], [-0.931, 0.175, 3.713], [0.118, 1.474, 4.460], [2.003, 2.459, 3.684], [2.461, 1.339, 4.906], [2.083, -0.593, 3.185], [3.460, 0.522, 2.960], [1.206, 1.944, -0.318], [2.205, 2.742, 0.953], [-0.230, 3.462, 0.782], [0.095, 2.854, 2.370], [-2.369, -0.167, 2.220], [-2.484, 1.483, 2.897], [-0.309, -0.662, 3.360], [-1.476, -0.063, 4.691], [-2.024, -2.424, -2.161], [-0.967, -3.229, -0.976], [0.423, -3.354, -1.194], [1.284, -3.375, -0.005], [3.002, -3.050, -0.097], [0.681, -3.381, 1.249], [1.674, -3.712, 2.635], [-0.650, -3.391, 1.467], [-1.515, -3.459, 3.059], [-1.501, -3.101, 0.331], [-3.251, -2.865, 0.538], [-1.819, 1.822, -5.210], [-0.780, 1.079, -4.454], [0.369, 0.497, -5.239], [-0.816, 1.014, -3.100], [-0.007, 0.327, -2.413], [-2.332, 1.181, -5.878], [-1.348, 2.561, -5.831], [-2.452, 2.285, -4.438], [1.178, 0.553, -4.505], [0.575, 1.235, -6.034], [0.125, -0.464, -5.715], [-1.626, 1.605, -2.676], [0.982, -3.357, -2.306]], "mulliken_charge": [0.837, -0.735, -0.657, -0.005, -1.083, -0.608, -0.051, -0.659, -0.007, -0.199, 0.346, 0.466, 0.329, 0.562, 0.440, 0.626, 0.469, 0.326, 0.334, 0.469, -0.188, 0.322, -0.138, 0.548, -0.607, -0.051, -0.128, 0.565, -0.152, -0.180, -0.093, -0.412, -0.119, -0.820, 0.074, -0.907, 0.359, -0.663, 0.346, 0.342, 0.256, 0.324, 0.360, 0.275, 0.274, 0.216]}

=====

[4]
{"formula": "C15H20ClFeO", "method": "wB97M-V/def2-TZVPD", "gap_ev": [2.20, 6.14], "multiplicity": 6, "total_charge": -2, "largest_force_ev_per_a": 4.93, "lumo_energy_ev": [5.410, 5.318], "s2": 8.783, "homo_ev": [3.2, -0.8], "elements": ["Fe", "C", "C", "C", "H", "C", "C", "H", "H", "H", "H", "C", "C", "C", "H", "C", "C", "H", "H", "H", "H", "O", "C", "C", "C", "C", "C", "H", "H", "H", "H", "H", "H", "H", "H", "H", "H", "Cl"], "xyz": [[0.899, 0.227, 1.414], [1.187, -1.249, 2.893], [-0.152, -1.438, 2.398], [-0.065, -1.817, 1.024], [-1.075, -1.426, 2.976], [1.307, -1.824, 0.646], [2.087, -1.521, 1.821], [3.169, -1.585, 1.906], [1.452, -1.044, 3.935], [-0.890, -2.192, 0.427], [1.681, -2.120, -0.331], [1.648, 2.230, 1.444], [2.741, 1.314, 1.476], [2.758, 0.585, 0.247], [3.501, 1.266, 2.271], [1.653, 1.028, -0.553], [0.962, 2.048, 0.183], [0.129, 2.632, -0.177], [1.431, 3.001, 2.176], [3.519, -0.109, -0.096], [1.442, 0.738, -1.571], [-1.201, 0.309, -0.203], [-1.564, -0.019, -1.950], [-2.985, -0.241, -1.428], [-0.761, -1.209, -2.388], [-1.338, 1.270, -2.699], [-2.579, 0.125, 0.019], [-3.332, -1.276, -1.512], [-3.723, 0.454, -1.841], [-3.015, 1.057, 0.379], [-2.762, -0.670, 0.745], [-0.961, -1.486, -3.450], [-0.976, -2.074, -1.746], [0.310, -0.971, -2.290], [-1.908, 1.309, -3.656], [-0.265, 1.386, -2.920], [-1.650, 2.113, -2.068], [-0.674, 1.177, 2.500]], "mulliken_charge": [0.552, -0.197, -1.526, 0.310, 0.402, -0.405, -0.920, 0.480, 0.392, 0.707, 0.340, -0.960, -0.353, -1.167, 0.366, 0.173, -0.447, 0.373, 0.442, 0.472, 0.600, 0.867, 4.933, -3.176, -3.288, -3.730, -0.385, 0.472, 0.393, 0.235, 0.238, 1.351, -0.149, -0.111, 1.112, 0.010, 0.174, -0.583]}

=====

[5]
{"formula": "C15H20F6MnN2O6S7", "method": "wB97M-V/def2-TZVPD", "gap_ev": [7.69, 7.80], "multiplicity": 6, "largest_force_ev_per_a": 0.09, "lumo_energy_ev": [-0.076, -0.092], "s2": 8.754, "e_above_lowest_kcal_mol": 0.00, "homo_ev": [-7.8, -7.9], "elements": ["Mn", "F", "C", "F", "F", "S", "O", "O", "N", "S", "O", "O", "C", "F", "F", "F", "C", "C", "C", "O", "H", "H", "H", "H", "H", "H", "C", "S", "C", "C", "S", "S", "C", "S", "S", "H", "H", "H", "O", "C", "C", "C", "C", "C", "C", "N", "H", "H", "H", "H", "H", "H", "H", "H", "H", "H", "H"], "xyz": [[0.540, 0.195, 0.317], [5.333, 0.001, -2.038], [4.471, 0.336, -1.089], [5.067, 1.139, -0.212], [4.077, -0.771, -0.448], [3.010, 1.204, -1.807], [2.121, 1.305, -0.651], [3.518, 2.415, -2.345], [2.470, 0.272, -2.940], [1.441, -0.905, -2.769], [1.104, -1.196, -1.385], [0.371, -0.812, -3.709], [2.420, -2.369, -3.308], [1.658, -3.453, -3.199], [2.796, -2.221, -4.571], [3.499, -2.519, -2.545], [2.218, -2.832, 3.088], [2.086, -1.560, 2.316], [3.014, -0.439, 2.650], [1.240, -1.469, 1.435], [2.346, -2.618, 4.149], [3.122, -3.346, 2.748], [1.353, -3.469, 2.926], [3.997, -0.817, 2.929], [2.584, 0.079, 3.512], [3.092, 0.277, 1.835], [0.249, 0.613, 5.635], [-0.287, -0.679, 4.486], [-1.501, 0.214, 3.587], [-1.269, 1.204, 2.698], [0.257, 1.832, 2.118], [-2.717, 1.985, 2.100], [-3.900, 0.988, 2.875], [-5.514, 1.142, 2.616], [-3.176, -0.169, 3.929], [1.021, 0.175, 6.267], [-0.582, 0.936, 6.257], [0.660, 1.454, 5.080], [-1.399, -0.099, -0.393], [-2.347, 0.621, -0.725], [-3.740, 0.089, -0.794], [-4.104, 0.077, -2.306], [-2.913, -0.055, -3.284], [-2.170, 1.249, -3.634], [-1.338, 1.846, -2.499], [-2.144, 1.858, -1.262], [-4.431, 0.715, -0.224], [-3.751, -0.908, -0.359], [-4.663, 0.983, -2.553], [-4.789, -0.754, -2.471], [-3.305, -0.455, -4.221], [-2.199, -0.800, -2.921], [-2.906, 1.992, -3.962], [-1.508, 1.064, -4.481], [-1.013, 2.861, -2.722], [-0.448, 1.249, -2.315], [-3.020, 2.344, -1.409]], "mulliken_charge": [1.648, -0.237, 0.626, -0.224, -0.180, 1.135, -0.793, -0.662, -0.544, 1.093, -0.387, -0.605, 0.395, -0.194, -0.203, -0.184, -1.398, 0.966, -0.864, -0.558, 0.392, 0.414, 0.303, 0.417, 0.132, 0.112, -0.884, -0.056, 0.556, -0.270, -0.446, -0.092, 0.096, -0.213, -0.152, 0.356, 0.360, 0.251, -1.031, 0.368, -0.481, -0.866, -0.489, -0.845, 0.222, -0.083, 0.186, 0.391, 0.346, 0.427, 0.412, 0.250, 0.381, 0.459, 0.365, -0.554, 0.436]}

=====

[6]
{"formula": "C15H20N2O3S", "method": "wB97M-V/def2-TZVPD", "smiles": "CCc1c([C@H](C)S(=O)(=O)c2ccccc2)[nH]c(=O)n1CC", "gap_ev": 8.41, "largest_force_ev_per_a": 0.91, "lumo_energy_ev": 0.582, "e_above_lowest_kcal_mol": 19.31, "homo_ev": -7.8, "elements": ["C", "C", "C", "C", "C", "C", "S", "O", "O", "C", "C", "C", "C", "C", "C", "N", "C", "O", "N", "C", "C", "H", "H", "H", "H", "H", "H", "H", "H", "H", "H", "H", "H", "H", "H", "H", "H", "H", "H", "H", "H"], "xyz": [[-0.229, -3.438, -0.702], [-1.307, -2.371, -0.573], [-0.962, -1.178, 0.259], [0.139, -0.802, 0.963], [1.511, -1.338, 1.048], [2.266, -1.002, 2.318], [2.461, -0.611, -0.394], [2.067, -1.328, -1.580], [3.862, -0.588, -0.065], [1.849, 1.074, -0.525], [2.421, 2.065, 0.249], [1.880, 3.340, 0.217], [0.781, 3.604, -0.584], [0.231, 2.606, -1.373], [0.766, 1.330, -1.343], [-0.170, 0.418, 1.568], [-1.438, 0.812, 1.246], [-2.012, 1.822, 1.594], [-1.929, -0.195, 0.450], [-3.242, -0.110, -0.139], [-3.208, 0.571, -1.505], [0.667, -3.021, -1.153], [-0.594, -4.237, -1.344], [0.009, -3.870, 0.267], [-2.208, -2.829, -0.148], [-1.568, -2.021, -1.577], [1.539, -2.406, 0.852], [2.358, 0.073, 2.453], [3.270, -1.412, 2.251], [1.764, -1.425, 3.187], [3.288, 1.830, 0.847], [2.313, 4.125, 0.818], [0.353, 4.595, -0.598], [-0.615, 2.824, -2.008], [0.371, 0.528, -1.946], [0.443, 0.958, 2.151], [-3.673, -1.110, -0.214], [-3.846, 0.490, 0.547], [-4.212, 0.620, -1.918], [-2.825, 1.582, -1.394], [-2.571, 0.028, -2.199]], "mulliken_charge": [-1.648, -0.374, -0.002, 0.066, 0.228, -1.720, 1.421, -0.734, -0.725, -0.062, -0.325, -0.624, -0.516, -0.599, -0.226, 0.230, 0.163, -0.715, 0.164, -0.794, -0.878, 0.291, 0.478, 0.347, 0.417, 0.270, 0.517, 0.301, 0.453, 0.414, 0.501, 0.417, 0.396, 0.470, 0.506, 0.286, 0.313, 0.447, 0.423, 0.177, 0.246]}

=====

[7]
{"formula": "C15H20N2O4S", "method": "wB97M-V/def2-TZVPD", "smiles": "CNC(=O)NC(=O)[C@@H](C)OC(=O)c1cc2c(s1)CCCCC2", "gap_ev": 9.14, "largest_force_ev_per_a": 0.73, "lumo_energy_ev": 0.329, "e_above_lowest_kcal_mol": 0.00, "homo_ev": -8.8, "elements": ["C", "N", "C", "O", "N", "C", "O", "C", "C", "O", "C", "O", "C", "C", "C", "C", "S", "C", "C", "C", "C", "C", "H", "H", "H", "H", "H", "H", "H", "H", "H", "H", "H", "H", "H", "H", "H", "H", "H", "H", "H", "H"], "xyz": [[2.148, 3.810, 4.500], [1.610, 3.562, 3.187], [0.551, 4.228, 2.718], [-0.053, 5.112, 3.278], [0.135, 3.844, 1.411], [0.653, 2.889, 0.600], [1.638, 2.229, 0.854], [-0.057, 2.760, -0.757], [0.739, 3.496, -1.826], [-0.113, 1.387, -1.117], [-0.634, 0.585, -0.167], [-1.067, 1.010, 0.881], [-0.618, -0.807, -0.563], [-1.078, -1.880, 0.156], [-0.902, -3.113, -0.501], [-0.300, -2.964, -1.725], [0.049, -1.306, -2.078], [0.040, -4.009, -2.735], [-0.972, -5.157, -2.730], [-0.707, -6.184, -1.628], [-0.385, -5.569, -0.265], [-1.316, -4.417, 0.115], [1.583, 4.626, 4.948], [3.200, 4.091, 4.431], [2.056, 2.921, 5.126], [2.003, 2.824, 2.612], [-0.712, 4.320, 1.131], [-1.083, 3.147, -0.685], [0.276, 3.345, -2.797], [0.772, 4.558, -1.601], [1.751, 3.100, -1.854], [-1.524, -1.768, 1.128], [1.044, -4.402, -2.548], [0.060, -3.537, -3.720], [-0.939, -5.668, -3.694], [-1.973, -4.738, -2.618], [-1.588, -6.823, -1.536], [0.130, -6.822, -1.923], [0.643, -5.203, -0.252], [-0.458, -6.354, 0.490], [-1.312, -4.289, 1.199], [-2.342, -4.661, -0.177]], "mulliken_charge": [-0.961, -0.091, 0.504, -0.663, -0.098, 0.660, -0.808, 0.244, -1.648, -0.175, 0.768, -0.643, 0.171, -1.906, 1.165, 0.739, -0.320, -0.900, -0.766, -0.823, -0.751, -0.886, 0.370, 0.283, 0.288, 0.216, 0.219, 0.385, 0.435, 0.402, 0.362, 0.498, 0.352, 0.450, 0.404, 0.380, 0.322, 0.314, 0.375, 0.411, 0.362, 0.358]}

=====

[8]
{"formula": "C15H20N2O4S2", "method": "wB97M-V/def2-TZVPD", "smiles": "CC(C)(C)SCCNC(=O)CN1C(=O)c2ccccc2S1(=O)=O", "gap_ev": 7.82, "largest_force_ev_per_a": 0.98, "lumo_energy_ev": -0.513, "e_above_lowest_kcal_mol": 0.00, "homo_ev": -8.3, "elements": ["C", "C", "C", "C", "S", "C", "C", "N", "C", "O", "C", "N", "C", "O", "C", "C", "C", "C", "C", "C", "S", "O", "O", "H", "H", "H", "H", "H", "H", "H", "H", "H", "H", "H", "H", "H", "H", "H", "H", "H", "H", "H", "H"], "xyz": [[2.197, 0.125, -4.802], [1.545, -0.238, -3.470], [1.985, -1.623, -3.021], [0.030, -0.142, -3.578], [2.176, 1.064, -2.295], [1.440, 0.612, -0.696], [2.390, -0.205, 0.182], [1.647, -0.796, 1.275], [0.987, -1.956, 1.098], [1.177, -2.720, 0.180], [-0.064, -2.235, 2.187], [-0.919, -1.087, 2.388], [-1.628, -0.494, 1.382], [-1.693, -0.889, 0.243], [-2.306, 0.716, 1.920], [-3.222, 1.492, 1.226], [-3.779, 2.591, 1.864], [-3.426, 2.911, 3.167], [-2.500, 2.140, 3.863], [-1.959, 1.052, 3.219], [-0.731, -0.110, 3.770], [-1.084, -0.843, 4.938], [0.586, 0.459, 3.713], [3.280, 0.097, -4.714], [1.906, 1.128, -5.107], [1.889, -0.579, -5.572], [3.065, -1.655, -2.892], [1.508, -1.922, -2.091], [1.712, -2.351, -3.783], [-0.461, -0.450, -2.658], [-0.271, 0.878, -3.812], [-0.319, -0.798, -4.374], [1.173, 1.549, -0.206], [0.533, 0.043, -0.890], [3.188, 0.423, 0.580], [2.827, -1.019, -0.399], [1.431, -0.212, 2.073], [0.413, -2.445, 3.147], [-0.662, -3.095, 1.873], [-3.486, 1.227, 0.213], [-4.495, 3.206, 1.340], [-3.869, 3.769, 3.648], [-2.212, 2.380, 4.874]], "mulliken_charge": [-1.847, 1.474, -1.613, -1.439, -0.170, 0.396, -0.926, 0.021, 0.588, -0.649, -0.719, 0.011, 0.699, -0.649, 0.119, -0.544, -0.568, -0.456, -0.661, 0.248, 1.085, -0.615, -0.713, 0.452, 0.453, 0.401, 0.328, 0.316, 0.481, 0.262, 0.315, 0.440, 0.434, -0.538, 0.304, 0.415, 0.315, 0.365, 0.375, 0.536, 0.404, 0.405, 0.467]}